1.
ORCA calculation (ωB97M-V with the def2-TZVPD basis set) on C4H8O3 in the gas phase at a distorted geometry.

Each line ends with the Löwdin charge.
Element x y z (Å)
1 O 0.19890 2.64341 0.27448  0.113
2 C -0.61996 1.79448 0.43844  -0.529
3 O -1.96414 1.89160 0.33514  0.105
4 C -0.22050 0.35643 0.82149  -0.091
5 C 0.96862 -0.21443 0.04672  -0.153
6 C 0.67214 -1.48835 -0.79574  -0.278
7 O -0.41989 -2.20299 -0.28341  -0.064
8 H -2.12330 2.80339 0.05267  0.123
9 H -1.15952 -0.17705 0.79593  0.105
10 H 0.18179 0.44575 1.83466  0.126
11 H 1.40401 0.50916 -0.65255  0.114
12 H 1.74901 -0.48658 0.75753  0.105
13 H 0.70916 -1.22491 -1.85230  0.108
14 H 1.59459 -2.09564 -0.76309  0.109
15 H -0.97089 -2.55427 -1.00997  0.107

Cartesian forces, eV/Å:
O -0.3 1.4 -0.4
C 0.9 -2.7 0.5
O 0.5 0.9 -0.2
C -0.1 1.4 0.1
C -0.1 -0.7 -0.7
C 1.8 0.4 0.2
O -0.8 -0.4 -1.0
H -0.3 0.2 0.0
H 0.3 -0.8 0.1
H -0.7 0.0 0.2
H -0.1 0.1 0.4
H 0.0 0.2 0.0
H -1.3 0.0 -0.2
H -0.3 -0.2 0.4
H 0.5 0.3 0.6

Values from the calculation:
SMILES = O=C(O)CCCO
spin multiplicity = 1
DFT total energy = -10419.868 eV
largest force on an atom = 2.8 eV Å⁻¹
net charge = 0
HOMO level = -10.33 eV
LUMO = 0.655 eV
energy relative to the best compared isomer or geometry (same formula, charge and spin) = 26.2 kcal per mole

2.
ORCA calculation (ωB97M-V with the def2-TZVPD basis set) on 2 unconnected molecules or ions with the total composition C4H8O3 at a distorted geometry.

Each line ends with the Löwdin charge.
Element x y z (Å)
1 O 1.85582 -0.26131 1.81485  -0.012
2 C 0.82851 0.05443 1.11152  -0.204
3 C 0.83213 0.23618 -0.38347  -0.206
4 C -0.22075 1.11145 -0.96062  -0.209
5 C -0.30544 1.22725 -2.45196  -0.247
6 O -0.73913 2.21137 -3.04870  0.028
7 H -0.19508 0.38913 1.55245  0.141
8 H 0.80771 -0.78633 -0.89627  0.153
9 H 1.77016 0.70238 -0.72551  0.131
10 H -1.21251 0.66037 -0.74722  0.136
11 H -0.27039 2.03859 -0.35934  0.137
12 H -0.04589 0.32003 -3.08048  0.138
13 H -1.11500 -3.30946 2.44608  0.030
14 H -0.93757 -2.22864 3.31447  0.001
15 O -1.05257 -2.36542 2.41420  -0.018

Cartesian forces, eV/Å:
O -4.9 1.3 -3.2
C 2.8 0.0 2.8
C 1.8 -1.7 -1.5
C -2.1 0.1 1.2
C -0.5 1.6 -1.7
O 0.8 -1.6 1.2
H 1.5 -0.9 0.0
H 0.1 1.1 0.8
H 0.2 -0.5 0.6
H 0.1 0.0 0.0
H 0.1 0.1 -1.0
H 0.0 0.4 0.8
H -0.2 -1.1 -0.7
H 0.5 1.2 2.7
O -0.3 -0.1 -2.0

Values from the calculation:
SMILES = O=CCCC=O.O
spin multiplicity = 1
DFT total energy = -10418.474 eV
largest force on an atom = 6.0 eV Å⁻¹
net charge = 0
HOMO level = -10.09 eV
LUMO = 0.447 eV
energy relative to the best compared isomer or geometry (same formula, charge and spin) = 58.3 kcal per mole

3.
ORCA calculation (ωB97M-V with the def2-TZVPD basis set) on C4H8O3 in the gas phase.

Each line ends with the Löwdin charge.
Element x y z (Å)
1 C -1.45839 0.57039 -0.31691  -0.086
2 O -2.14788 -0.45271 0.40703  -0.086
3 C -0.92129 -1.14344 0.69180  -0.077
4 C -0.16239 -0.28004 -0.31306  -0.529
5 O 0.06340 -0.95774 -1.51238  0.047
6 O 0.99700 0.25914 0.24202  -0.089
7 C 1.98433 0.73282 -0.64836  -0.083
8 H -1.92567 0.77012 -1.29075  0.125
9 H -0.18832 -0.38950 -2.25170  0.112
10 H -1.37573 1.50182 0.25626  0.130
11 H -0.58807 -0.97321 1.72123  0.132
12 H -0.96282 -2.21263 0.46502  0.133
13 H 2.28278 -0.04212 -1.36107  0.087
14 H 1.66040 1.62844 -1.19961  0.093
15 H 2.84358 0.99643 -0.02831  0.093

Cartesian forces, eV/Å:
C 0.1 0.3 -0.2
O -0.2 0.0 0.0
C 0.2 -0.3 0.2
C -0.2 0.0 0.1
O 0.0 0.1 -0.2
O 0.0 -0.1 0.1
C 0.2 0.1 -0.2
H 0.1 0.0 0.1
H 0.1 -0.1 0.1
H 0.0 -0.1 0.0
H 0.0 0.0 -0.1
H 0.0 0.1 0.0
H 0.0 0.1 0.1
H 0.0 -0.1 0.1
H -0.1 0.0 -0.1

Values from the calculation:
SMILES = COC1(O)COC1
spin multiplicity = 1
DFT total energy = -10418.354 eV
largest force on an atom = 0.4 eV Å⁻¹
net charge = 0
HOMO level = -9.93 eV
LUMO = 0.731 eV
energy relative to the best compared isomer or geometry (same formula, charge and spin) = 61.1 kcal per mole

4.
ORCA calculation (ωB97M-V with the def2-TZVPD basis set) on C4H8O3 in the gas phase.

Each line ends with the Löwdin charge.
Element x y z (Å)
1 C -2.42435 0.13683 -0.46762  -0.065
2 O -1.62593 0.16930 0.69937  -0.063
3 C -0.29608 -0.01644 0.58420  -0.459
4 O 0.27394 0.53895 -0.52091  -0.001
5 C 0.37540 -0.66309 1.53225  0.087
6 C 1.58086 0.05633 -0.82809  -0.258
7 O 2.61482 0.38980 0.04533  -0.019
8 H -2.28801 -0.80198 -1.01687  0.098
9 H -3.45425 0.19885 -0.10945  0.093
10 H -2.19417 0.98735 -1.11353  0.089
11 H 1.44504 -0.58135 1.62679  0.055
12 H -0.18930 -1.18223 2.28431  0.066
13 H 1.57849 -1.03792 -0.83437  0.140
14 H 1.74622 0.49046 -1.81104  0.133
15 H 2.85733 1.31514 -0.07037  0.105

Cartesian forces, eV/Å:
C -0.1 0.0 -0.3
O 0.3 0.1 0.0
C 0.2 -0.2 0.3
O 0.1 0.1 0.4
C 0.0 -0.1 0.2
C 0.0 -0.1 -0.4
O -0.1 0.4 0.0
H 0.0 0.1 0.0
H 0.2 0.0 -0.2
H -0.1 -0.1 0.0
H -0.1 -0.2 -0.1
H -0.1 0.0 0.2
H -0.2 0.2 -0.1
H 0.1 -0.2 -0.2
H -0.1 0.0 0.0

Values from the calculation:
SMILES = C=C(OC)OCO
spin multiplicity = 1
DFT total energy = -10418.634 eV
largest force on an atom = 0.5 eV Å⁻¹
net charge = 0
HOMO level = -8.51 eV
LUMO = 0.782 eV
energy relative to the best compared isomer or geometry (same formula, charge and spin) = 54.6 kcal per mole

5.
ORCA calculation (ωB97M-V with the def2-TZVPD basis set) on 2 unconnected molecules or ions with the total composition C4H8O3 at a distorted geometry.

Each line ends with the Löwdin charge.
Element x y z (Å)
1 C 1.31135 0.23188 1.63471  -0.105
2 O 0.23378 -0.00266 0.75732  -0.277
3 C -1.03044 -2.20348 1.05313  0.039
4 O -0.56055 -2.46986 2.05494  0.035
5 C 0.22330 0.66284 -0.48660  -0.207
6 C -0.91926 0.10358 -1.33501  -0.262
7 O -0.93876 0.86432 -2.53016  -0.069
8 H 2.27684 -0.09654 1.21962  0.093
9 H 1.40077 1.28535 1.94110  0.091
10 H 1.10828 -0.36359 2.53169  0.081
11 H 0.05950 1.74267 -0.35381  0.132
12 H 1.16730 0.52494 -1.03589  0.132
13 H -0.75435 -0.96366 -1.54267  0.109
14 H -1.86902 0.18970 -0.78633  0.121
15 H -1.64120 0.51796 -3.09343  0.089

Cartesian forces, eV/Å:
C 0.2 0.0 0.1
O -0.1 0.0 -0.1
C 0.4 -0.6 1.2
O -0.6 0.3 -1.2
C 0.0 0.2 -0.2
C 0.1 -0.2 0.4
O -0.2 0.0 -0.2
H -0.2 0.1 -0.1
H -0.1 -0.1 -0.2
H 0.0 0.1 -0.2
H 0.1 -0.1 0.0
H -0.1 0.0 0.2
H 0.0 0.2 0.1
H 0.2 0.0 0.0
H 0.2 0.1 0.1

Values from the calculation:
spin multiplicity = 1
DFT total energy = -10418.851 eV
largest force on an atom = 1.4 eV Å⁻¹
net charge = 0
HOMO level = -10.07 eV
LUMO = 0.890 eV
energy relative to the best compared isomer or geometry (same formula, charge and spin) = 49.6 kcal per mole

6.
ORCA calculation (ωB97M-V with the def2-TZVPD basis set) on 2 unconnected molecules or ions with the total composition C4H8O3.

Each line ends with the Löwdin charge.
Element x y z (Å)
1 O 0.37547 -1.89662 -0.52390  0.044
2 C 1.08948 -0.94604 -0.31873  -0.290
3 C 0.64312 0.24815 0.51715  -0.082
4 C -0.31017 1.04567 -0.35755  -0.371
5 O 0.06761 1.95698 -1.06385  0.102
6 C -1.75513 0.59387 -0.38061  -0.202
7 O -2.47990 1.26365 -1.36365  -0.035
8 H 2.01398 -2.40077 1.66361  0.042
9 H 2.10013 -0.87359 -0.76689  0.131
10 H 2.44321 -1.92832 2.04412  0.053
11 H 1.49515 0.87320 0.79759  0.125
12 H 0.12360 -0.12482 1.40758  0.129
13 H -1.76747 -0.49656 -0.53731  0.131
14 H -2.17253 0.77085 0.62658  0.140
15 H -1.86654 1.91436 -1.74413  0.084

Cartesian forces, eV/Å:
O 0.4 0.4 0.1
C -0.3 -0.3 -0.1
C 0.0 0.0 0.1
C 0.0 0.2 -0.2
O -0.2 -0.4 0.3
C 0.2 -0.1 0.2
O 0.0 0.1 -0.1
H 0.1 0.0 0.1
H -0.1 0.0 0.0
H 0.0 0.0 0.0
H -0.1 -0.1 -0.1
H 0.1 0.0 -0.2
H 0.0 0.2 0.0
H 0.1 0.0 -0.2
H -0.1 0.0 0.0

Values from the calculation:
SMILES = O=CCC(=O)CO.[H][H]
spin multiplicity = 1
DFT total energy = -10418.528 eV
largest force on an atom = 0.6 eV Å⁻¹
net charge = 0
HOMO level = -10.40 eV
LUMO = 0.231 eV
energy relative to the best compared isomer or geometry (same formula, charge and spin) = 57.1 kcal per mole

7.
ORCA calculation (ωB97M-V with the def2-TZVPD basis set) on C4H8O3 in the gas phase.

Each line ends with the Löwdin charge.
Element x y z (Å)
1 C 2.31827 0.08584 0.44520  -0.051
2 O 1.15451 -0.47874 1.03870  -0.046
3 C 0.25614 -0.74007 0.05472  -0.465
4 O 0.46855 -1.48124 -0.87181  0.145
5 C -1.03005 0.03873 0.25108  -0.362
6 C -1.44177 0.77857 -1.01627  -0.026
7 O -2.01291 -0.87694 0.68920  0.000
8 H 3.05913 -0.67601 0.20436  0.095
9 H 2.70098 0.83169 1.14149  0.096
10 H 1.99959 0.57491 -0.48260  0.097
11 H -0.86062 0.74572 1.06631  0.151
12 H -0.71151 1.54597 -1.30208  0.088
13 H -2.40338 1.26637 -0.83570  0.087
14 H -1.54431 0.07916 -1.85198  0.087
15 H -1.98606 -1.61389 0.06259  0.104

Cartesian forces, eV/Å:
C 0.4 0.2 -0.3
O -0.2 0.0 -0.2
C -0.1 -0.3 -0.2
O -0.1 0.4 0.5
C 0.0 0.2 0.0
C 0.0 0.0 -0.1
O -0.2 -0.2 -0.2
H 0.0 0.1 0.1
H 0.1 -0.2 -0.1
H 0.5 0.1 0.1
H -0.2 -0.1 0.0
H -0.1 -0.2 0.1
H 0.1 -0.1 0.0
H 0.0 0.1 0.1
H -0.2 0.0 0.1

Values from the calculation:
SMILES = COC(=O)[C@@H](C)O
spin multiplicity = 1
DFT total energy = -10419.522 eV
largest force on an atom = 0.6 eV Å⁻¹
net charge = 0
HOMO level = -10.33 eV
LUMO = 0.846 eV
energy relative to the best compared isomer or geometry (same formula, charge and spin) = 34.2 kcal per mole

8.
ORCA calculation (ωB97M-V with the def2-TZVPD basis set) on 2 unconnected molecules or ions with the total composition C4H8O3.

Each line ends with the Löwdin charge.
Element x y z (Å)
1 C 2.10545 -0.34697 1.59141  -0.115
2 O 2.13972 0.68573 0.96574  -0.014
3 C 0.45074 -0.14361 -1.11502  -0.214
4 O 0.81687 -1.29823 -1.17699  0.045
5 C -0.58394 0.29597 -0.09905  -0.433
6 C -1.88090 0.67556 -0.81718  -0.036
7 O -0.77797 -0.73519 0.83609  -0.032
8 H 1.99937 -1.32731 1.09327  0.084
9 H 2.18547 -0.36023 2.69435  0.091
10 H 0.81852 0.61794 -1.82669  0.141
11 H -0.18410 1.17267 0.42503  0.139
12 H -1.72302 1.50985 -1.51037  0.084
13 H -2.62726 0.97555 -0.07708  0.085
14 H -2.27573 -0.17896 -1.37716  0.089
15 H -0.46321 -1.54279 0.39365  0.088

Cartesian forces, eV/Å:
C 0.1 0.3 -0.2
O 0.0 -0.5 0.3
C 0.1 -0.4 0.0
O -0.2 0.5 0.0
C 0.0 0.1 -0.1
C -0.1 0.0 0.0
O 0.0 -0.2 -0.1
H 0.0 0.1 0.0
H 0.0 0.1 -0.1
H 0.0 -0.1 0.1
H -0.1 -0.1 -0.1
H 0.0 -0.1 0.1
H 0.1 0.0 -0.1
H 0.1 0.1 0.1
H 0.0 0.1 0.1

Values from the calculation:
SMILES = C[C@@H](O)C=O.C=O
spin multiplicity = 1
DFT total energy = -10418.907 eV
largest force on an atom = 0.6 eV Å⁻¹
net charge = 0
HOMO level = -10.17 eV
LUMO = 0.821 eV
energy relative to the best compared isomer or geometry (same formula, charge and spin) = 48.3 kcal per mole

9.
ORCA calculation (ωB97M-V with the def2-TZVPD basis set) on C4H8O3 in the gas phase.

Each line ends with the Löwdin charge.
Element x y z (Å)
1 O -1.25661 1.47939 0.30085  -0.062
2 C -1.55173 0.43596 -0.60373  -0.261
3 C -0.81646 -0.81616 -0.16306  -0.104
4 C 0.69221 -0.77181 -0.14579  -0.354
5 O 1.33645 -1.58973 -0.77665  0.085
6 C 1.44207 0.23173 0.70738  -0.205
7 O 2.80541 -0.06201 0.75131  -0.046
8 H -1.68991 2.27682 -0.02336  0.096
9 H -1.27621 0.71326 -1.63364  0.128
10 H -2.62292 0.18722 -0.59218  0.119
11 H -1.09652 -1.64381 -0.81833  0.127
12 H -1.14567 -1.07322 0.85196  0.135
13 H 1.26287 1.22438 0.27196  0.128
14 H 1.00571 0.23228 1.71599  0.136
15 H 2.91131 -0.82429 0.15733  0.077

Cartesian forces, eV/Å:
O -0.1 0.3 0.0
C -0.1 -0.3 -0.2
C -0.1 -0.2 0.1
C 0.3 -0.3 -0.2
O -0.1 0.2 0.2
C -0.3 0.1 0.0
O 0.0 -0.1 -0.1
H 0.1 0.0 0.2
H 0.0 -0.1 0.2
H 0.1 0.2 -0.1
H 0.0 0.1 0.0
H 0.0 0.1 -0.1
H 0.0 0.0 0.1
H 0.0 0.1 -0.1
H 0.1 0.0 0.0

Values from the calculation:
SMILES = O=C(CO)CCO
spin multiplicity = 1
DFT total energy = -10419.639 eV
largest force on an atom = 0.5 eV Å⁻¹
net charge = 0
HOMO level = -10.12 eV
LUMO = 0.580 eV
energy relative to the best compared isomer or geometry (same formula, charge and spin) = 31.5 kcal per mole